{
  "formula": "C38H35ClN2Si2Tc",
  "method": "ωB97M-V/def2-TZVPD",
  "e_tot_ev": -73412.063,
  "s2": 3.7846,
  "e_lumo_ev": [-6.07, -6.43],
  "total_charge": 2,
  "spin_multiplicity": 4,
  "species": ["C", "C", "C", "H", "C", "C", "H", "H", "H", "H", "Tc", "Si", "C", "C", "H", "C", "H", "C", "H", "C", "H", "C", "H", "C", "C", "H", "C", "H", "C", "H", "C", "H", "C", "H", "H", "Si", "C", "C", "H", "C", "H", "C", "H", "C", "H", "C", "H", "C", "C", "H", "C", "H", "C", "H", "C", "H", "C", "H", "H", "Cl", "N", "C", "C", "C", "C", "C", "C", "C", "C", "N", "C", "H", "H", "H", "H", "H", "H", "H", "H"],
  "coordinates": [[3.48086, -1.36427, 2.70981], [3.48338, -1.30000, 1.27783], [3.40552, 0.08016, 0.91306], [3.59653, -2.13605, 0.59723], [3.31250, 0.86441, 2.11079], [3.34929, -0.04457, 3.22747], [3.42084, 0.22544, 4.27614], [3.62392, -2.26049, 3.30560], [3.47472, 0.46653, -0.09158], [3.25838, 1.94225, 2.17468], [1.68766, -0.44848, 2.01446], [-2.79114, -0.43915, -0.23755], [-2.07692, -1.95038, -1.05962], [-2.73611, -2.40910, -2.19603], [-3.67073, -1.92820, -2.49055], [-2.17861, -3.45113, -2.94479], [-2.70917, -3.80949, -3.82765], [-0.94169, -3.99882, -2.56992], [-0.48816, -4.78570, -3.17760], [-0.28061, -3.53785, -1.42491], [0.70307, -3.93337, -1.14040], [-0.88438, -2.55818, -0.63148], [-0.39310, -2.21955, 0.28899], [-1.26582, 0.71554, -0.42131], [-0.01177, 0.33153, -0.99317], [0.09728, -0.61426, -1.53428], [1.17509, 1.13319, -0.89954], [2.10746, 0.82569, -1.37920], [1.03776, 2.42619, -0.26336], [1.92087, 3.05867, -0.17464], [-0.19827, 2.77336, 0.34200], [-0.26687, 3.69550, 0.92509], [-1.30788, 1.94064, 0.23598], [-2.24310, 2.19860, 0.76580], [0.87562, 0.92367, 1.77122], [0.05796, 2.06475, -1.97885], [-0.21477, 3.85853, -2.66897], [0.09740, 4.13753, -4.00803], [0.53562, 3.35736, -4.63469], [-0.17429, 5.39405, -4.56229], [0.05501, 5.58958, -5.61161], [-0.75719, 6.39209, -3.77432], [-0.96571, 7.37512, -4.19749], [-1.09495, 6.12081, -2.44562], [-1.57692, 6.87933, -1.82696], [-0.82796, 4.86237, -1.89937], [-1.11588, 4.66100, -0.86971], [-0.65219, 1.14947, -3.55867], [0.18845, 0.44952, -4.42082], [1.27276, 0.57643, -4.36401], [-0.36777, -0.44762, -5.34162], [0.28631, -1.02536, -5.99616], [-1.75435, -0.61130, -5.41098], [-2.18921, -1.36394, -6.06965], [-2.58997, 0.20794, -4.64724], [-3.67361, 0.14352, -4.74733], [-2.03525, 1.10247, -3.72570], [-2.69611, 1.72583, -3.11691], [-4.16573, -0.18947, -0.53680], [-2.81459, -0.84964, 1.77811], [0.79368, 0.28743, 3.78075], [0.41721, -0.72451, 4.72992], [0.12771, -0.44008, 6.05350], [-0.18336, -1.51607, 6.90282], [-0.17764, -2.82569, 6.44407], [0.15213, -3.13317, 5.09360], [0.29342, -4.42616, 4.55871], [0.74825, -4.55976, 3.25254], [1.07839, -3.44498, 2.47864], [0.90956, -2.17766, 2.94506], [0.43474, -2.03352, 4.23160], [-0.06413, 0.78697, 3.52731], [1.34629, 1.01073, 4.24263], [0.15020, 0.58837, 6.40700], [-0.43638, -1.31720, 7.94377], [-0.40921, -3.66082, 7.11404], [0.06057, -5.29087, 5.18174], [0.87977, -5.53790, 2.80100], [1.48533, -3.55782, 1.46846]],
  "lowdin_spin": [0.07, 0.05, 0.04, 0.01, 0.03, -0.01, 0.00, 0.00, 0.01, 0.00, 1.47, 0.00, 0.00, 0.00, 0.00, 0.00, 0.00, 0.00, 0.00, 0.00, 0.00, 0.01, 0.02, 0.04, 0.15, 0.00, 0.18, 0.02, 0.16, 0.00, 0.02, 0.00, 0.27, 0.01, 0.04, 0.18, 0.01, 0.00, 0.00, 0.00, 0.00, 0.00, 0.00, 0.00, 0.00, 0.00, 0.00, 0.02, 0.01, 0.00, 0.00, 0.00, 0.01, 0.00, 0.00, 0.00, 0.01, 0.00, 0.00, 0.01, 0.03, -0.01, 0.01, -0.01, 0.01, 0.00, 0.04, 0.00, 0.04, 0.02, 0.01, 0.01, 0.00, 0.00, 0.00, 0.00, 0.00, 0.00, 0.00]
}

{
  "formula": "C17H36ClI2N3",
  "method": "ωB97M-V/def2-TZVPD",
  "e_tot_ev": -51399.330,
  "e_lumo_ev": -2.65,
  "de_lowest_kj_mol": 0.0,
  "total_charge": 0,
  "spin_multiplicity": 1,
  "species": ["C", "C", "C", "C", "C", "C", "C", "C", "C", "C", "C", "C", "C", "N", "C", "N", "I", "N", "C", "Cl", "C", "C", "H", "H", "H", "H", "H", "H", "H", "H", "H", "H", "H", "H", "H", "H", "H", "H", "H", "H", "H", "H", "H", "H", "H", "H", "H", "H", "H", "H", "H", "H", "H", "H", "H", "H", "H", "H", "I"],
  "coordinates": [[0.91165, 2.57432, 1.80916], [0.45294, 3.94134, 1.08720], [0.43356, 3.83839, -0.50279], [-1.03717, 3.79375, -1.17987], [-1.78715, 2.40774, -0.83132], [-2.47354, 1.76450, -2.10309], [-3.56721, 0.59962, -1.78758], [-2.96450, -0.69256, -1.04438], [-3.21507, -0.65928, 0.58111], [-2.95162, -2.12590, 1.16715], [-1.61853, -2.20067, 2.03582], [-0.70202, -3.45495, 1.66892], [0.73619, -2.81991, 1.34301], [0.69759, -2.07221, 0.04241], [1.64291, -1.17679, -0.27607], [1.52950, -0.49123, -1.54590], [1.57355, -1.80156, -3.16819], [2.68654, -0.97958, 0.71428], [3.93086, -0.41940, 0.14758], [3.74472, 1.39050, -0.21091], [4.54269, -1.23388, -1.06649], [4.40177, -2.81271, -0.95276], [0.85294, 1.72240, 1.05374], [0.22031, 2.40252, 2.67804], [1.97033, 2.70585, 2.18724], [-0.55962, 4.25875, 1.48098], [1.22282, 4.71724, 1.38022], [1.03070, 2.90638, -0.76496], [1.00396, 4.72613, -0.92786], [-1.63814, 4.62540, -0.71114], [-0.94446, 3.94231, -2.29675], [-1.00008, 1.69000, -0.42387], [-2.52072, 2.54264, 0.01741], [-3.05109, 2.56647, -2.66459], [-1.66916, 1.38129, -2.81202], [-4.41663, 0.95892, -1.11745], [-3.98610, 0.27856, -2.79866], [-1.86529, -0.79623, -1.32466], [-3.51440, -1.63363, -1.37279], [-4.21831, -0.24436, 0.84726], [-2.40033, 0.05193, 1.06758], [-3.83968, -2.43686, 1.79706], [-2.84967, -2.83784, 0.28174], [-1.03858, -1.21866, 1.98594], [-1.93459, -2.31858, 3.11843], [-0.55416, -4.07562, 2.60757], [-1.09576, -4.08812, 0.82404], [1.55289, -3.60409, 1.31178], [0.95057, -2.12736, 2.21854], [-0.06637, -2.29084, -0.60078], [0.59738, -0.04941, -1.61404], [2.28818, -0.27618, 1.36630], [4.70165, -0.46050, 0.98423], [5.66064, -1.01037, -1.06327], [4.14724, -0.78757, -2.02347], [5.35240, -3.31079, -0.60351], [4.22894, -3.19568, -2.01399], [3.48458, -3.15278, -0.37255], [-3.07001, 1.06916, 2.37103]],
  "lowdin_charge": [-0.14, -0.23, -0.22, -0.18, -0.23, -0.21, -0.19, -0.21, -0.57, -0.22, -0.23, -0.16, -0.16, 0.13, -0.38, -0.37, 0.92, 0.03, -0.63, 0.59, -0.27, -0.12, 0.03, 0.05, 0.06, 0.11, 0.10, 0.07, 0.10, 0.11, 0.10, 0.08, 0.03, 0.11, 0.10, 0.11, 0.10, 0.07, 0.09, -0.02, -0.26, 0.11, 0.08, 0.07, 0.11, 0.12, 0.11, 0.13, 0.13, 0.13, 0.03, 0.14, 0.12, 0.12, 0.06, 0.08, 0.05, 0.06, 0.29]
}

{
  "formula": "C12H17N",
  "method": "ωB97M-V/def2-TZVPD",
  "e_tot_ev": -14208.713,
  "e_lumo_ev": 0.92,
  "de_lowest_kj_mol": 156.7,
  "total_charge": 0,
  "smiles": "Cc1c[nH]c2ccccc12.CCC",
  "spin_multiplicity": 1,
  "species": ["C", "C", "C", "N", "C", "C", "C", "C", "C", "C", "H", "H", "H", "H", "H", "H", "H", "H", "H", "C", "C", "C", "H", "H", "H", "H", "H", "H", "H", "H"],
  "coordinates": [[-0.29636, 2.71672, 1.52201], [0.92906, 1.82500, 1.51512], [1.92745, 1.65042, 2.43102], [2.63252, 0.50227, 2.10631], [2.27503, 0.19261, 0.76925], [2.88312, -0.81518, 0.01864], [2.62647, -0.78808, -1.35121], [1.47813, -0.08618, -1.72672], [0.75025, 0.73321, -0.87963], [1.13595, 0.91450, 0.41370], [-0.20103, 3.51317, 2.26130], [-1.14320, 2.04316, 1.74570], [-0.62625, 3.31726, 0.68058], [2.17424, 2.31031, 3.22948], [3.53043, 0.24705, 2.47372], [3.57549, -1.44497, 0.51397], [3.22117, -1.28671, -2.09416], [1.22570, -0.18252, -2.79142], [-0.13587, 1.29250, -1.18207], [-3.57879, -0.83242, -0.97595], [-2.13674, -1.13961, -1.16975], [-1.76698, -2.48694, -0.57193], [-4.15662, -1.74543, -0.78309], [-3.95286, -0.32366, -1.84915], [-3.84305, -0.10751, -0.10835], [-1.82566, -1.11859, -2.25373], [-1.48759, -0.31738, -0.70393], [-0.83322, -2.58531, -0.02504], [-2.51030, -2.79355, 0.18995], [-1.87051, -3.20413, -1.40461]],
  "lowdin_charge": [-0.05, -0.22, -0.06, 0.07, -0.20, -0.02, -0.08, -0.10, -0.07, -0.16, 0.07, 0.09, 0.07, 0.11, 0.14, 0.09, 0.10, 0.11, 0.11, -0.15, -0.35, -0.13, 0.07, 0.05, 0.10, 0.11, 0.09, 0.06, 0.07, 0.08]
}

{
  "formula": "C20H22BF3N2O4",
  "method": "ωB97M-V/def2-TZVPD",
  "e_tot_ev": -41099.327,
  "e_lumo_ev": 0.25,
  "de_lowest_kj_mol": 0.0,
  "total_charge": 0,
  "smiles": "NCOC(=O)OB(N)O.Fc1ccccc1.Fc1ccccc1.Fc1ccccc1",
  "spin_multiplicity": 1,
  "species": ["N", "C", "O", "C", "O", "O", "B", "N", "O", "H", "H", "H", "H", "H", "H", "H", "F", "C", "C", "C", "C", "C", "C", "H", "H", "H", "H", "H", "F", "C", "C", "C", "C", "C", "C", "H", "H", "H", "H", "H", "F", "C", "C", "C", "C", "C", "C", "H", "H", "H", "H", "H"],
  "coordinates": [[1.70133, -2.20984, 1.08247], [0.93292, -1.01176, 0.94528], [0.22016, -0.86557, -0.30687], [-0.42220, -1.96812, -0.72724], [-0.48363, -2.22968, -1.87941], [-0.99404, -2.76127, 0.21553], [-2.08969, -2.20057, 0.89173], [-2.73669, -0.99078, 0.50812], [-2.54485, -2.90552, 1.98763], [2.11351, -2.51880, 0.21552], [1.15041, -2.93516, 1.50699], [1.59441, -0.15992, 1.01430], [0.25576, -0.93704, 1.79236], [-3.31446, -0.72328, 1.29779], [-2.09850, -0.22065, 0.34987], [-1.80170, -3.24263, 2.48705], [3.82893, 3.40389, -3.24633], [3.03268, 2.35569, -3.55562], [2.65309, 1.48601, -2.55442], [1.83247, 0.41329, -2.86803], [1.41024, 0.22046, -4.17566], [1.80656, 1.10485, -5.17007], [2.62154, 2.18533, -4.86117], [2.99500, 1.64804, -1.54184], [1.52224, -0.27017, -2.09248], [0.77208, -0.61927, -4.41577], [1.48113, 0.95414, -6.19050], [2.93523, 2.88972, -5.62017], [-5.21237, -0.46733, 1.61283], [-6.20782, -1.38295, 1.55359], [-6.24030, -2.39544, 2.48892], [-7.26344, -3.32931, 2.42615], [-8.22707, -3.24216, 1.43091], [-8.17076, -2.21668, 0.49745], [-7.15544, -1.27413, 0.55816], [-5.47320, -2.44960, 3.24973], [-7.30731, -4.12688, 3.15500], [-9.02148, -3.97472, 1.38284], [-8.91810, -2.15014, -0.28123], [-7.09579, -0.46327, -0.15543], [4.57691, 0.89471, 0.87089], [5.12215, 2.09972, 1.14495], [5.84570, 2.26060, 2.30880], [6.40379, 3.50052, 2.58314], [6.22467, 4.55747, 1.70074], [5.48956, 4.37411, 0.53780], [4.93703, 3.13492, 0.25255], [5.96714, 1.42583, 2.98627], [6.97920, 3.64155, 3.48789], [6.65859, 5.52367, 1.92032], [5.34533, 5.19615, -0.14983], [4.36908, 2.97197, -0.65147]],
  "lowdin_charge": [0.07, -0.22, 0.01, -0.60, 0.19, 0.20, -0.75, 0.23, 0.17, 0.09, 0.07, 0.12, 0.13, 0.07, 0.09, 0.10, 0.05, -0.28, -0.01, -0.06, -0.08, -0.08, -0.02, 0.09, 0.08, 0.10, 0.10, 0.12, 0.04, -0.27, -0.01, -0.08, -0.10, -0.08, -0.01, 0.12, 0.10, 0.10, 0.10, 0.12, 0.05, -0.28, -0.02, -0.08, -0.10, -0.07, -0.01, 0.12, 0.10, 0.10, 0.11, 0.09]
}

{
  "formula": "C5H10OS2",
  "method": "ωB97M-V/def2-TZVPD",
  "e_tot_ev": -29061.126,
  "e_lumo_ev": [0.56, -1.95],
  "de_lowest_kj_mol": 365.8,
  "total_charge": 0,
  "spin_multiplicity": 1,
  "species": ["C", "C", "C", "C", "C", "O", "S", "S", "H", "H", "H", "H", "H", "H", "H", "H", "H", "H"],
  "coordinates": [[0.15981, -1.23273, 0.65693], [-1.27734, 0.60898, 1.27637], [0.02787, 0.77615, -0.77372], [-1.77378, -1.03035, -0.64750], [-0.72565, -0.21914, 0.10097], [0.94992, -2.06948, 0.77155], [4.17462, -0.33079, -0.60956], [3.27784, 0.75749, 0.89668], [-0.75722, 1.55399, 1.43190], [-2.22114, 0.98942, 0.92215], [-1.64459, 0.02671, 2.11667], [-0.63093, 1.63030, -1.08214], [0.47618, 0.27534, -1.73136], [0.85100, 1.26522, -0.16302], [-1.29870, -1.97714, -1.06886], [-2.15874, -0.44114, -1.41112], [-2.57871, -1.12199, 0.17189], [5.14957, 0.53916, -0.85782]],
  "lowdin_charge": [-0.15, -0.05, -0.08, -0.02, -0.62, 0.15, 0.19, 0.00, 0.09, 0.07, 0.09, 0.10, 0.13, 0.03, 0.12, 0.06, 0.12, -0.23]
}

{
  "formula": "C3H9NO3PS",
  "method": "ωB97M-V/def2-TZVPD",
  "e_tot_ev": -31016.729,
  "e_lumo_ev": 3.37,
  "de_lowest_kj_mol": 103.0,
  "total_charge": -1,
  "spin_multiplicity": 1,
  "species": ["C", "C", "C", "N", "O", "O", "O", "P", "S", "H", "H", "H", "H", "H", "H", "H", "H", "H"],
  "coordinates": [[2.24700, 0.75045, 0.14890], [0.82646, 0.44323, 0.68918], [-0.29685, 0.14679, -0.21966], [-0.34609, 0.71301, -1.47809], [-2.70449, 1.22016, 0.28589], [-1.84782, -0.51268, 1.90113], [-2.71130, -1.21455, -0.48251], [-2.04247, -0.07813, 0.50649], [0.36645, -2.41342, -0.52408], [2.68951, 1.68197, 0.61515], [2.87394, -0.02806, 0.41722], [2.11561, 0.74964, -0.86498], [0.43556, 1.17290, 1.30352], [1.09363, -0.28512, 1.43525], [0.50823, 1.01985, -2.01510], [-2.05473, -1.89577, -0.66778], [-1.25576, 1.04212, -1.80837], [0.10315, -2.51241, 0.75780]],
  "lowdin_charge": [-0.08, -0.29, -0.38, 0.08, -0.35, -0.35, -0.21, 0.20, 0.20, 0.10, 0.04, 0.01, 0.09, 0.09, 0.12, -0.05, 0.10, -0.32]
}